Record 1
{"formula": "C39H66BN5O3P2SeTl", "method": "ωB97M-V with the def2-TZVPD basis set", "elements": ["Tl", "C", "C", "C", "C", "P", "C", "N", "B", "N", "C", "P", "C", "C", "C", "C", "C", "C", "C", "C", "C", "C", "C", "C", "C", "C", "C", "C", "C", "C", "H", "H", "H", "H", "H", "H", "H", "H", "H", "H", "H", "H", "H", "H", "H", "H", "H", "H", "H", "H", "H", "H", "H", "H", "H", "H", "H", "H", "H", "H", "H", "H", "H", "H", "H", "H", "H", "H", "H", "H", "H", "H", "H", "H", "O", "N", "O", "O", "C", "C", "C", "C", "N", "C", "Se", "N", "C", "C", "C", "C", "C", "C", "C", "C", "C", "C", "H", "H", "H", "H", "H", "H", "H", "H", "H", "H", "H", "H", "H", "H", "H", "H", "H", "H", "H", "H", "H", "H"], "coordinates": [[-0.5906, 0.4437, 0.1798], [-3.5638, -4.6418, 1.2503], [-3.3480, -3.2987, 0.5483], [-4.6451, -2.4793, 0.5782], [-2.9901, -3.5666, -0.9271], [-1.9440, -2.1944, 1.1684], [-0.5712, -3.4411, 1.2443], [0.7201, -2.7862, 1.3880], [1.1245, -1.4764, 0.8444], [2.4119, -1.2637, 1.5230], [3.2620, -0.0863, 1.5969], [2.6938, 1.3367, 0.5404], [3.2554, 2.7688, 1.6370], [4.6237, 2.6775, 2.3176], [3.1533, 4.0646, 0.8230], [2.1625, 2.8230, 2.7219], [3.8459, 1.1669, -0.9411], [3.7522, -0.3010, -1.3879], [3.2462, 2.0453, -2.0492], [5.3112, 1.5353, -0.7200], [2.7077, -2.3269, 2.3674], [3.7914, -2.5431, 3.2037], [3.8344, -3.7215, 3.9557], [2.8145, -4.6576, 3.8605], [1.7208, -4.4451, 3.0150], [1.6677, -3.2738, 2.2747], [-2.2496, -1.7710, 2.9956], [-3.1115, -0.4976, 3.0186], [-0.8979, -1.4253, 3.6401], [-2.9238, -2.8469, 3.8467], [-4.2467, -5.2516, 0.6448], [-4.0165, -4.5254, 2.2336], [-2.6325, -5.2037, 1.3636], [-5.4457, -3.0394, 0.0805], [-4.5120, -1.5305, 0.0522], [-4.9685, -2.2796, 1.6029], [-3.8884, -3.8765, -1.4714], [-2.2475, -4.3616, -1.0282], [-2.6006, -2.6685, -1.4130], [-0.6214, -4.0006, 0.3090], [-0.7372, -4.1425, 2.0639], [4.2935, -0.3471, 1.3334], [3.2873, 0.2655, 2.6312], [5.4431, 2.8159, 1.6123], [4.7698, 1.7226, 2.8283], [4.7022, 3.4682, 3.0749], [3.9951, 4.1900, 0.1370], [3.1400, 4.9285, 1.4975], [2.2283, 4.0832, 0.2376], [2.1844, 1.9447, 3.3747], [1.1687, 2.8796, 2.2665], [2.3071, 3.7122, 3.3461], [2.7264, -0.6752, -1.3172], [4.3917, -0.9507, -0.7841], [4.0764, -0.3842, -2.4310], [2.2150, 1.7513, -2.2618], [3.8334, 1.9392, -2.9696], [3.2341, 3.1022, -1.7726], [5.7409, 0.9976, 0.1296], [5.4387, 2.6071, -0.5567], [5.8904, 1.2676, -1.6129], [4.5950, -1.8194, 3.2733], [4.6737, -3.9043, 4.6158], [2.8636, -5.5659, 4.4496], [0.9448, -5.1959, 2.9378], [-2.6019, 0.3238, 2.5109], [-3.2954, -0.1978, 4.0576], [-4.0753, -0.6402, 2.5266], [-0.3179, -0.7307, 3.0271], [-0.2861, -2.3143, 3.8093], [-1.0825, -0.9518, 4.6118], [-3.9750, -2.9718, 3.5808], [-2.8830, -2.5464, 4.9012], [-2.4200, -3.8136, 3.7590], [-1.0980, -0.2438, -2.3917], [-2.3577, -0.2210, -2.5622], [-2.8239, -0.3523, -3.7123], [-3.1191, -0.0074, -1.5876], [-1.6176, 6.3261, 1.2319], [-2.9412, 5.9832, 0.5497], [-3.5574, 4.6789, 1.0601], [-2.8012, 3.4270, 0.6142], [-2.9728, 3.1565, -0.8064], [-1.9964, 3.2021, -1.7588], [-0.3085, 3.8790, -1.5592], [-2.5419, 2.7095, -2.9088], [-1.8059, 2.3965, -4.1316], [-2.1546, 3.3187, -5.3008], [-1.6781, 4.7702, -5.1593], [-2.6240, 5.6549, -4.3416], [-3.8538, 2.3115, -2.6729], [-4.7959, 1.7196, -3.4942], [-6.0343, 1.4357, -2.9375], [-6.3133, 1.7289, -1.6018], [-5.3584, 2.3110, -0.7788], [-4.1272, 2.5965, -1.3435], [-1.2547, 7.3043, 0.9054], [-0.8456, 5.5952, 0.9804], [-1.7348, 6.3527, 2.3212], [-2.7815, 5.9079, -0.5318], [-3.6543, 6.7970, 0.7153], [-4.5948, 4.6053, 0.7209], [-3.5708, 4.6888, 2.1554], [-3.1495, 2.5475, 1.1577], [-1.7348, 3.5274, 0.7949], [-2.0292, 1.3604, -4.3849], [-0.7489, 2.4597, -3.8895], [-3.2401, 3.3089, -5.4565], [-1.6998, 2.8707, -6.1885], [-1.5645, 5.2025, -6.1586], [-0.6917, 4.7744, -4.6877], [-3.6662, 5.4936, -4.6369], [-2.3911, 6.7124, -4.4902], [-2.5329, 5.4492, -3.2724], [-4.5645, 1.4560, -4.5191], [-6.7943, 0.9641, -3.5494], [-7.2889, 1.4897, -1.1959], [-5.5636, 2.5087, 0.2656]], "lowdin_charge": [0.6101, -0.0978, -0.6915, -0.0996, -0.1026, 1.0706, -0.2960, -0.0525, -0.5015, -0.0330, -0.3227, 1.0839, -0.7048, -0.0937, -0.1062, -0.1163, -0.7046, -0.1011, -0.1168, -0.1006, -0.1877, -0.0281, -0.1243, -0.1242, -0.0328, -0.2045, -0.6848, -0.1138, -0.0898, -0.0995, 0.0832, 0.0524, 0.0709, 0.0840, 0.0733, 0.0570, 0.0860, 0.0718, 0.0641, 0.0861, 0.0724, 0.0838, 0.0757, 0.0576, 0.0681, 0.0814, 0.0658, 0.0827, 0.0398, 0.0739, 0.0671, 0.0812, 0.0610, 0.0786, 0.0849, 0.0646, 0.0825, 0.0587, 0.0704, 0.0608, 0.0830, 0.0973, 0.0869, 0.0875, 0.0961, 0.0331, 0.0841, 0.0607, 0.0549, 0.0806, 0.0882, 0.0630, 0.0826, 0.0743, -0.1504, -0.5610, -0.0392, -0.0893, -0.1199, -0.2593, -0.1841, -0.1878, -0.0095, -0.7198, 0.6347, 0.0058, -0.1551, -0.1803, -0.2568, -0.1108, -0.1785, -0.0167, -0.0845, -0.0932, -0.0147, -0.1654, 0.0682, 0.0292, 0.0703, 0.0905, 0.1000, 0.0982, 0.1128, 0.1072, 0.0546, 0.0962, 0.0864, 0.1009, 0.1098, 0.0955, 0.0844, 0.0713, 0.0645, 0.0385, 0.1138, 0.0976, 0.0941, 0.1058], "spin_multiplicity": 1, "e_above_lowest_kcal_mol": 1.80, "gap_ev": 5.857, "homo_energy_ev": -3.4, "total_charge": -1, "e_tot_ev": -144402.9390}

***

Record 2
{"formula": "C39H66Cl24NO6PS", "method": "ωB97M-V with the def2-TZVPD basis set", "elements": ["C", "C", "O", "O", "C", "C", "C", "C", "C", "C", "C", "C", "C", "C", "C", "P", "O", "O", "S", "C", "O", "N", "C", "O", "H", "H", "H", "H", "H", "H", "H", "H", "H", "H", "H", "H", "H", "H", "H", "H", "H", "H", "Cl", "C", "C", "Cl", "H", "H", "H", "H", "Cl", "C", "C", "Cl", "H", "H", "H", "H", "Cl", "C", "C", "Cl", "H", "H", "H", "H", "Cl", "C", "C", "Cl", "H", "H", "H", "H", "Cl", "C", "C", "Cl", "H", "H", "H", "H", "Cl", "C", "C", "Cl", "H", "H", "H", "H", "Cl", "C", "C", "Cl", "H", "H", "H", "H", "Cl", "C", "C", "Cl", "H", "H", "H", "H", "Cl", "C", "C", "Cl", "H", "H", "H", "H", "Cl", "C", "C", "Cl", "H", "H", "H", "H", "Cl", "C", "C", "Cl", "H", "H", "H", "H", "Cl", "C", "C", "Cl", "H", "H", "H", "H"], "coordinates": [[4.4676, 3.7669, -3.1614], [4.7073, 2.4113, -3.9839], [5.7870, 1.7952, -3.8097], [3.7701, 1.8655, -4.9113], [2.8287, 1.0887, -4.0859], [1.4813, 0.7360, -4.8882], [0.4200, 0.0300, -3.8573], [-0.1657, 1.2174, -2.9520], [-0.7092, 0.7225, -1.5035], [0.4853, 0.6168, -0.4567], [1.2994, 1.9404, -0.1759], [2.5014, 1.9767, 0.8378], [2.8045, 0.6532, 1.5688], [1.9973, -0.6507, 1.3000], [0.8430, -0.7341, 0.2778], [-0.0367, -2.3631, -0.0263], [-0.5993, -2.5389, -1.6584], [-1.4065, -2.4779, 1.0294], [1.1066, -3.9360, 0.2708], [2.6703, -1.6980, 2.2907], [2.2333, -2.6415, 2.9707], [4.0836, -1.2076, 2.2843], [3.9019, 0.2282, 2.6396], [4.4845, 0.8906, 3.5387], [5.5083, 4.2244, -2.9574], [3.9991, 3.5747, -2.1314], [3.8540, 4.5576, -3.7423], [2.6506, 1.7068, -3.1357], [3.2828, 0.0879, -3.7369], [1.0262, 1.7475, -5.2152], [1.6387, 0.1333, -5.8428], [-0.4492, -0.3172, -4.5379], [0.9080, -0.8230, -3.2803], [0.5567, 2.1105, -2.8205], [-1.0926, 1.6716, -3.4781], [-1.3811, 1.5913, -1.1319], [-1.3905, -0.1883, -1.5612], [1.0078, 2.8952, -0.7411], [3.1306, 2.8991, 1.0453], [-1.0689, -3.4215, -1.6125], [-2.1892, -2.2446, 0.4566], [4.6995, -1.7520, 2.9064], [-1.6288, -5.6571, -1.9780], [-0.6974, -5.6066, -3.4976], [0.0230, -6.9120, -3.7741], [1.3455, -7.2074, -2.6189], [0.0000, -4.7681, -3.4396], [-1.4108, -5.4003, -4.2987], [0.4723, -6.8831, -4.7685], [-0.6578, -7.7635, -3.7325], [4.2014, 7.0179, -3.8761], [2.5064, 7.4088, -4.2584], [1.6869, 7.6813, -3.0131], [1.4460, 6.2122, -2.0323], [2.0907, 6.5836, -4.8401], [2.5220, 8.2972, -4.8929], [0.6947, 8.0402, -3.2933], [2.1563, 8.4360, -2.3808], [-3.8795, 0.9260, -2.5632], [-4.1771, -0.1842, -3.9226], [-4.4176, -1.6068, -3.4591], [-2.9503, -2.3590, -2.7790], [-3.3267, -0.1222, -4.6046], [-5.0603, 0.1878, -4.4459], [-4.7232, -2.2249, -4.3057], [-5.2022, -1.6537, -2.7014], [-7.6519, -3.4226, 0.0999], [-7.8116, -3.6868, -1.6519], [-7.0765, -4.9302, -2.1076], [-5.3102, -4.7411, -1.9755], [-7.4465, -2.7944, -2.1642], [-8.8782, -3.7872, -1.8639], [-7.2983, -5.1298, -3.1577], [-7.3674, -5.8068, -1.5260], [4.1089, 10.4603, -2.0655], [3.7597, 11.0870, -0.4353], [3.5100, 9.9754, 0.5644], [1.9870, 9.1089, 0.2410], [2.9047, 11.7616, -0.5070], [4.6292, 11.6717, -0.1283], [3.4283, 10.3927, 1.5697], [4.3209, 9.2449, 0.5632], [-4.8788, -1.8774, 1.0846], [-5.1765, -1.2786, 2.7350], [-5.4234, -2.4057, 3.7179], [-6.9704, -3.2376, 3.4149], [-6.0197, -0.5865, 2.6975], [-4.2887, -0.7166, 3.0325], [-5.4729, -2.0075, 4.7329], [-4.6269, -3.1510, 3.6822], [2.9671, -2.2625, -2.7756], [4.3420, -1.8083, -1.7382], [5.6479, -2.4045, -2.2235], [5.6925, -4.1749, -2.0273], [4.1128, -2.1194, -0.7167], [4.4046, -0.7176, -1.7553], [6.4781, -2.0010, -1.6411], [5.8265, -2.1764, -3.2757], [-2.5880, -9.8313, -4.7736], [-3.1353, -8.8196, -3.4136], [-4.6182, -8.9795, -3.1419], [-5.6215, -8.2989, -4.4484], [-2.8760, -7.7834, -3.6369], [-2.5627, -9.1312, -2.5372], [-4.8868, -8.4469, -2.2276], [-4.8920, -10.0288, -3.0186], [1.0063, 0.4337, 6.8612], [2.1906, 1.4773, 6.0359], [3.2892, 1.9462, 6.9678], [2.6870, 3.0869, 8.1982], [1.6522, 2.3183, 5.5948], [2.6214, 0.8873, 5.2253], [4.0579, 2.4722, 6.3990], [3.7608, 1.1092, 7.4854], [-1.4693, -14.2164, -3.1406], [-0.2779, -13.1665, -3.9467], [0.8207, -12.7169, -3.0041], [0.2201, -11.5931, -1.7597], [-0.8108, -12.3160, -4.3761], [0.1524, -13.7469, -4.7655], [1.5938, -12.1858, -3.5625], [1.2869, -13.5639, -2.4976], [-0.5767, 6.3912, 10.8691], [0.9585, 7.0702, 10.2735], [2.1430, 6.1839, 10.6017], [2.4888, 6.1427, 12.3490], [1.0746, 8.0691, 10.6978], [0.8605, 7.1707, 9.1904], [3.0397, 6.5673, 10.1115], [1.9824, 5.1583, 10.2649], [-1.8747, 10.3841, 8.1614], [-3.3428, 9.3818, 8.2742], [-3.0205, 7.9079, 8.4171], [-2.3039, 7.2288, 6.9338], [-3.9543, 9.5752, 7.3909], [-3.8943, 9.7261, 9.1514], [-3.9356, 7.3454, 8.6115], [-2.3273, 7.7264, 9.2408]], "lowdin_charge": [-0.0343, -0.4166, 0.0534, -0.0741, -0.1854, -0.1492, -0.1801, -0.2007, -0.2020, -0.1024, 0.0092, 0.0359, -0.0341, -0.0248, -0.1438, 0.3933, -0.4419, -0.2671, 0.3078, -0.3555, 0.0556, 0.1230, -0.3152, 0.0430, 0.0966, 0.0816, 0.0214, 0.1136, 0.0798, 0.1193, 0.1172, 0.1114, 0.0423, 0.0953, 0.1010, 0.1084, 0.0575, 0.0970, 0.1065, -0.0784, 0.0132, 0.1461, 0.5864, -0.6155, -0.6522, 0.5575, 0.0693, 0.0791, 0.0789, 0.0249, 0.5765, -0.6376, -0.6758, 0.5198, 0.0707, 0.0742, 0.0784, -0.0248, 0.5955, -0.6323, -0.6375, 0.6362, 0.0655, 0.0739, 0.0755, 0.0485, 0.5203, -0.6549, -0.6485, 0.5427, 0.0575, 0.0733, 0.0706, 0.0712, 0.5593, -0.6526, -0.6454, 0.5699, 0.0704, 0.0735, 0.0730, 0.0730, 0.5467, -0.6370, -0.6487, 0.5295, 0.0719, 0.0758, 0.0736, 0.0732, 0.6036, -0.6343, -0.6554, 0.5415, 0.0544, 0.0678, 0.0744, 0.0717, 0.5573, -0.6726, -0.6490, 0.5301, 0.0326, 0.0775, 0.0698, 0.0722, 0.5395, -0.6672, -0.6580, 0.5401, 0.0720, 0.0427, 0.0720, 0.0725, 0.5320, -0.6693, -0.6628, 0.5308, 0.0338, 0.0721, 0.0723, 0.0681, 0.5580, -0.6498, -0.6700, 0.5379, 0.0713, 0.0737, 0.0742, 0.0359, 0.5280, -0.6652, -0.6727, 0.5280, 0.0674, 0.0722, 0.0745, 0.0081], "spin_multiplicity": 1, "gap_ev": 7.455, "homo_energy_ev": -8.5, "e_tot_ev": -375949.6612}

***

Question: What is the formula in the first record?
Answer: C39H66BN5O3P2SeTl